a | The following is a DFT calculation (the ωB97M-V functional and the def2-TZVPD basis) of C6H8 as an isolated structure.

Results
HOMO = -0.3253 Ha
Kohn-Sham gap = 10.034 eV
spin multiplicity = 1
total charge = 0
LUMO energy = 1.18 eV

```
14
C6H8 (the ωB97M-V functional and the def2-TZVPD basis)
C 1.0740 -0.6330 -0.1279
C -0.2496 -0.4460 -0.8715
C -0.9692 -0.7296 0.4886
C 0.2344 0.1080 1.0016
C -0.0535 1.4608 0.3526
C -0.3198 1.0876 -0.9019
H 1.9770 -0.1317 -0.4980
H 1.3150 -1.6800 0.1305
H -0.4708 -0.9993 -1.7787
H -0.9379 -1.7679 0.8291
H -1.9865 -0.3279 0.5754
H 0.8920 -0.0935 1.8053
H -0.0467 2.4606 0.7820
H -0.4584 1.6918 -1.7871
```

b | The following is a DFT calculation (the ωB97M-V functional and the def2-TZVPD basis) of C6H8 as an isolated structure.

Results
HOMO = -0.3192 Ha
Kohn-Sham gap = 9.340 eV
spin multiplicity = 1
total charge = 0
LUMO energy = 0.65 eV

```
14
C6H8 (the ωB97M-V functional and the def2-TZVPD basis)
C 2.2129 0.0117 0.1950
C 0.8421 0.0242 0.0047
C -0.1608 1.1980 -0.3608
C -1.5247 0.6173 0.3945
C -1.3176 -0.8943 -0.0798
C -0.0248 -1.2296 -0.1813
H 2.7164 -0.9613 0.2661
H 2.8715 0.9305 0.3753
H -0.3921 1.2007 -1.7791
H 0.4296 2.5653 -0.0940
H -2.6080 1.1185 -0.0763
H -1.5540 0.5630 1.8282
H -2.1243 -1.6234 -0.1341
H 0.4990 -2.1580 -0.2198
```

Relative energies with respect to the most stable structure, expressed in hartree: a 0.0000; b 0.1287.

a | The following is a DFT calculation (the ωB97M-V functional and the def2-TZVPD basis) of C5H6NO as an isolated structure.

Results
HOMO = -0.5317 Ha
Kohn-Sham gap = 8.864 eV
spin multiplicity = 1
total charge = +1
LUMO energy = -5.60 eV

```
13
C5H6NO (the ωB97M-V functional and the def2-TZVPD basis)
C 0.5282 1.3112 -0.0840
C 1.5988 0.8719 0.3371
C -0.9046 1.2591 -0.0113
C -0.3859 -1.1420 0.3331
C 1.4532 -0.6939 -0.3073
N -1.2765 -0.1314 -0.0407
O 2.4659 -0.1309 0.4155
H -1.1058 1.6404 1.0695
H -1.3801 1.7198 -0.8304
H -0.5707 -2.1191 -0.0771
H -0.3753 -1.3683 1.4660
H 1.6031 -0.8703 -1.3230
H -1.6503 -0.3464 -0.9476
```

b | The following is a DFT calculation (the ωB97M-V functional and the def2-TZVPD basis) of an isolated ion of composition C5H6NO and charge +1.

Results
HOMO (alpha / beta) = -0.5316 / -0.5316 Ha
Kohn-Sham gap (alpha / beta) = 7.881 / 7.883 eV
spin multiplicity = 1
total charge = +1
LUMO energy (alpha / beta) = -6.58 / -6.58 eV

```
13
C5H6NO (the ωB97M-V functional and the def2-TZVPD basis)
C 0.4972 -1.5167 -0.6553
C -1.8220 -0.8138 -0.2347
C 1.1662 -1.2874 0.6376
C -0.0334 1.0191 -0.2378
C -1.4942 0.6209 -0.4336
N 0.9737 -0.1465 -0.3039
O -2.1439 -0.0290 0.6568
H 0.5911 -1.2921 1.5698
H 2.1719 -1.5657 0.8091
H 0.4233 1.8448 -0.9847
H 0.1410 1.5680 0.7641
H -2.2860 1.2907 -0.8733
H 1.8151 0.3076 -0.7142
```

Relative energies with respect to the most stable structure, expressed in hartree: a 0.0000; b 0.0529.

a | The following is a DFT calculation (the ωB97M-V functional and the def2-TZVPD basis) of a 2-piece molecular cluster, C15H18O overall.

Results
HOMO = -0.3105 Ha
Kohn-Sham gap = 9.273 eV
spin multiplicity = 1
SMILES string = CCc1ccc(O)cc1.Cc1ccccc1
total charge = 0
LUMO energy = 0.82 eV

```
34
C15H18O (the ωB97M-V functional and the def2-TZVPD basis)
C -0.1156 -0.6809 3.6431
C -0.0401 -0.5881 2.1092
C 1.2893 -0.9889 1.5263
C 2.3520 -0.1124 1.5350
C 3.5809 -0.4649 0.9700
C 3.8098 -1.7848 0.6291
O 4.8597 -2.1879 -0.1681
C 2.7608 -2.7066 0.6643
C 1.5411 -2.3163 1.1686
H 0.8628 -0.9575 4.0363
H -0.7742 -1.4738 4.0089
H -0.4861 0.2145 4.1373
H -0.8792 -1.1558 1.6956
H -0.1908 0.4541 1.8262
H 2.2218 0.9435 1.7420
H 4.4318 0.2131 0.9481
H 5.5823 -1.5501 -0.2118
H 2.9000 -3.6931 0.2461
H 0.7171 -3.0237 1.1355
C -3.7119 2.8582 -3.1120
C -2.7979 1.8846 -2.4199
C -1.9381 2.3543 -1.4264
C -1.0425 1.5196 -0.7724
C -0.9034 0.2067 -1.1872
C -1.8285 -0.2999 -2.0956
C -2.7017 0.5464 -2.7710
H -4.6125 3.0170 -2.5242
H -4.0024 2.4805 -4.0955
H -3.2465 3.8146 -3.3400
H -1.8510 3.4263 -1.2777
H -0.3548 1.8931 -0.0244
H -0.2097 -0.5368 -0.8025
H -1.8272 -1.3530 -2.3477
H -3.3953 0.0480 -3.4451
```

b | The following is a DFT calculation (the ωB97M-V functional and the def2-TZVPD basis) of a 2-piece molecular cluster, C15H18O overall.

Results
HOMO = -0.3010 Ha
Kohn-Sham gap = 8.900 eV
spin multiplicity = 1
SMILES string = Cc1ccc(O)cc1.CCc1ccccc1
total charge = 0
LUMO energy = 0.71 eV

```
34
C15H18O (the ωB97M-V functional and the def2-TZVPD basis)
C -3.9893 1.1851 0.8814
C -2.8770 0.5583 1.6557
C -1.6316 0.3576 1.1144
C -0.5816 -0.3828 1.7285
C -0.9027 -1.1113 2.8790
O -0.0302 -1.9822 3.4606
C -2.1348 -0.9026 3.4963
C -3.1455 -0.1469 2.9326
H -3.6823 1.8066 0.0748
H -4.6304 1.7970 1.5385
H -4.6690 0.4704 0.2970
H -1.2718 0.9071 0.2127
H 0.4063 -0.1475 1.5084
H 0.5552 -2.3090 2.7322
H -2.2352 -1.3455 4.4925
H -4.1637 0.1090 3.3154
C 0.3201 0.9498 -3.6521
C 1.7226 0.2733 -3.5224
C 2.1402 -0.0939 -2.0974
C 1.8393 0.8016 -1.0733
C 2.3106 0.6591 0.2343
C 2.8003 -0.5899 0.5944
C 2.9716 -1.5336 -0.3993
C 2.8308 -1.2824 -1.8155
H 0.3119 1.9493 -3.1060
H -0.4290 0.4089 -3.0483
H 0.0148 0.9560 -4.7157
H 2.0121 -0.5346 -4.2421
H 2.4630 0.9666 -3.8844
H 1.4432 1.7768 -1.3927
H 2.4117 1.5149 0.9316
H 3.2500 -0.6786 1.5989
H 3.3274 -2.5355 -0.1170
H 3.2429 -1.8707 -2.6129
```

Relative energies with respect to the most stable structure, expressed in hartree: a 0.0000; b 0.0424.

a | The following is a DFT calculation (the ωB97M-V functional and the def2-TZVPD basis) of an isolated molecule of C2H4FNO.

Results
HOMO = -0.3733 Ha
Kohn-Sham gap = 10.853 eV
spin multiplicity = 1
SMILES string = O/N=C/CF
total charge = 0
LUMO energy = 0.70 eV

```
9
C2H4FNO (the ωB97M-V functional and the def2-TZVPD basis)
O -2.1652 -0.0820 -0.2754
N -1.0866 -0.1203 0.5502
C -0.1052 0.2699 -0.2264
C 1.2358 0.5206 0.1952
F 2.0632 -0.5749 -0.1554
H -2.7362 -0.7324 0.2288
H -0.4903 0.6841 -1.1613
H 1.6705 1.3835 -0.4026
H 1.1318 0.5936 1.2715
```

b | The following is a DFT calculation (the ωB97M-V functional and the def2-TZVPD basis) of an isolated molecule of C2H4FNO.

Results
HOMO = -0.3805 Ha
Kohn-Sham gap = 11.204 eV
spin multiplicity = 1
SMILES string = NC(=O)CF
total charge = 0
LUMO energy = 0.85 eV

```
9
C2H4FNO (the ωB97M-V functional and the def2-TZVPD basis)
N 0.4624 1.2450 0.1456
C 0.7621 -0.0279 -0.0328
O 1.7727 -0.6869 -0.0568
C -0.5930 -0.8033 0.1184
F -1.8022 0.0345 -0.1163
H 1.2348 1.8998 -0.3473
H -0.5465 1.2527 -0.0268
H -0.4215 -1.5649 -0.6527
H -0.8687 -1.3490 0.9687
```

Relative energies with respect to the most stable structure, expressed in hartree: a 0.0688; b 0.0000.

a | The following is a DFT calculation (the ωB97M-V functional and the def2-TZVPD basis) of a 2-piece molecular cluster, C3H11N2O overall.

Results
HOMO (alpha / beta) = -0.4504 / -0.4780 Ha
Kohn-Sham gap (alpha / beta) = 7.541 / 9.079 eV
spin multiplicity = 1
total charge = +1
LUMO energy (alpha / beta) = -4.72 / -3.93 eV

```
17
C3H11N2O (the ωB97M-V functional and the def2-TZVPD basis)
C -1.8721 -0.7508 0.5562
C 0.3189 1.6253 -1.3369
C 0.5094 -1.0966 -0.3967
N 1.7525 -1.3469 0.1570
N -0.4832 -0.4806 0.7555
O 0.2154 2.1161 -0.0818
H -2.1140 -1.7084 1.0788
H -2.4968 0.0939 0.9756
H -2.0341 -0.9269 -0.5354
H 1.2590 1.3912 -1.8004
H -0.5011 2.0185 -1.9185
H 0.4282 -0.1261 -1.0764
H 1.7579 -1.7421 1.0856
H 2.5691 -0.8445 -0.2053
H -0.3098 0.5684 0.7889
H -0.0618 -0.8036 1.5699
H 1.0623 2.0130 0.3840
```

b | The following is a DFT calculation (the ωB97M-V functional and the def2-TZVPD basis) of a 2-piece molecular cluster, C3H11N2O overall.

Results
HOMO = -0.5137 Ha
Kohn-Sham gap = 10.562 eV
spin multiplicity = 1
total charge = +1
LUMO energy = -3.42 eV

```
17
C3H11N2O (the ωB97M-V functional and the def2-TZVPD basis)
C 2.0941 1.1452 -1.1726
N 2.0118 -0.3982 -1.0439
H 1.6197 -0.7273 -1.9932
H 2.9427 -0.9553 -0.8051
H 1.2388 -0.5637 -0.2249
H 1.9650 1.6401 -0.2225
H 1.3010 1.6532 -1.8001
H 3.1271 1.5580 -1.3916
C -2.6319 -0.2900 0.2638
C -1.3381 -0.2479 0.8671
O -0.3852 0.2693 0.2509
N -1.0181 -0.8478 2.0978
H -3.2100 -1.1727 0.2124
H -2.4870 0.0584 -0.8811
H -0.0298 -0.5626 2.4458
H -1.8801 -1.0756 2.6716
H -3.3201 0.5168 0.7258
```

Relative energies with respect to the most stable structure, expressed in hartree: a 0.1616; b 0.0000.

a | The following is a DFT calculation (the ωB97M-V functional and the def2-TZVPD basis) of a 2-piece molecular cluster, C3H11N2O overall.

Results
HOMO = -0.5069 Ha
Kohn-Sham gap = 10.576 eV
spin multiplicity = 1
total charge = +1
LUMO energy = -3.22 eV

```
17
C3H11N2O (the ωB97M-V functional and the def2-TZVPD basis)
C 2.4682 0.7711 0.3076
C 1.5194 0.2134 -0.7233
O 0.3152 0.4357 -0.6665
N 2.0517 -0.5555 -1.7259
H 2.4484 0.0860 1.1530
H 2.1140 1.7425 0.6527
H 1.8595 -0.3543 -2.6925
H 2.8845 -1.1022 -1.5908
H 3.4832 0.9063 -0.0487
C -2.6972 -0.3456 1.3436
N -2.1497 -0.1784 -0.0442
H -1.5829 -0.9987 -0.2365
H -2.8374 -0.1204 -0.7946
H -1.5806 0.6712 -0.0559
H -2.8270 -1.3939 1.5504
H -3.5613 0.2744 1.5384
H -1.9081 -0.0516 2.0333
```

b | The following is a DFT calculation (the ωB97M-V functional and the def2-TZVPD basis) of a 2-piece molecular cluster, C3H11N2O overall.

Results
HOMO = -0.5548 Ha
Kohn-Sham gap = 11.461 eV
spin multiplicity = 1
total charge = +1
LUMO energy = -3.64 eV

```
17
C3H11N2O (the ωB97M-V functional and the def2-TZVPD basis)
C -1.7293 0.0095 1.8470
C -1.3501 0.6762 0.5288
N -0.1570 0.1410 -0.1338
C 1.0291 0.4816 0.3265
N 2.1721 0.0819 -0.2008
H -0.8329 -0.0327 2.4820
H -2.4848 0.5845 2.3711
H -1.9841 -1.0325 1.6736
H -2.1886 0.5065 -0.1480
H -1.1497 1.7392 0.5904
H -0.0609 -0.5850 -0.8405
H 1.0048 1.3234 1.0123
H 2.3112 -0.8922 -0.4526
H 3.0062 0.4734 0.2024
H 0.2149 -0.8761 -3.5230
H 1.5552 -1.3935 -3.0111
O 0.6439 -1.2052 -2.7243
```

c | The following is a DFT calculation (the ωB97M-V functional and the def2-TZVPD basis) of a 2-piece molecular cluster, C3H11N2O overall.

Results
HOMO = -0.4640 Ha
Kohn-Sham gap = 9.514 eV
spin multiplicity = 1
total charge = +1
LUMO energy = -3.11 eV

```
17
C3H11N2O (the ωB97M-V functional and the def2-TZVPD basis)
C 0.5620 1.5353 -0.2436
C -0.4226 0.4511 0.0374
C -0.7875 0.0165 1.2417
N -0.3419 0.5298 2.4251
N -0.8542 -0.3536 -1.1279
H 1.5966 1.1752 -0.2698
H 0.4565 2.3622 0.4618
H 0.3925 2.0118 -1.2110
H -1.4351 -0.8401 1.3721
H -0.0053 1.4724 2.4050
H -0.9234 0.3747 3.2330
H -1.2194 0.2297 -1.8948
H -1.6039 -0.9556 -0.7845
H -0.0977 -0.9382 -1.5418
H 1.2913 -2.8956 -1.8688
H 2.1549 -2.0281 -0.9759
O 1.2374 -2.1476 -1.2578
```

d | The following is a DFT calculation (the ωB97M-V functional and the def2-TZVPD basis) of a 2-piece molecular cluster, C3H11N2O overall.

Results
HOMO = -0.4598 Ha
Kohn-Sham gap = 9.375 eV
spin multiplicity = 1
total charge = +1
LUMO energy = -3.14 eV

```
17
C3H11N2O (the ωB97M-V functional and the def2-TZVPD basis)
C 0.7896 -1.5822 -0.6482
C 0.7336 -0.2088 -0.0672
C 0.4280 0.1955 1.1805
N -0.2559 -0.5359 2.1162
N 0.7869 0.9136 -1.0543
H 0.4476 -1.6042 -1.6866
H 0.0754 -2.2681 -0.1754
H 1.7933 -2.0006 -0.5737
H 0.7994 1.1496 1.5219
H -0.2672 -1.5355 1.9895
H -0.1138 -0.2717 3.0769
H 1.1690 0.6735 -1.9695
H 1.4828 1.5876 -0.7183
H -0.1285 1.3846 -1.1697
H -2.1936 1.3009 -0.1955
H -2.7168 0.8624 -1.6286
O -1.9428 0.9795 -1.0706
```

Relative energies with respect to the most stable structure, expressed in hartree: a 0.0000; b 0.0032; c 0.0149; d 0.0343.

a | The following is a DFT calculation (the ωB97M-V functional and the def2-TZVPD basis) of an isolated molecule of C6H8ClN.

Results
HOMO = -0.3215 Ha
Kohn-Sham gap = 9.780 eV
spin multiplicity = 1
SMILES string = CC1=C(Cl)[C@@H]2N[C@@H]2C1
total charge = 0
LUMO energy = 1.03 eV

```
16
C6H8ClN (the ωB97M-V functional and the def2-TZVPD basis)
C -0.8269 2.2581 0.2080
C 0.0204 1.0178 -0.0791
C -0.4215 -0.2450 -0.0786
Cl -2.0619 -0.8391 -0.0357
C 0.6998 -1.1976 -0.3342
N 1.5876 -1.1104 0.8479
C 1.9366 -0.3564 -0.3528
C 1.5278 1.1330 -0.2237
H -1.1433 2.8149 -0.6364
H -0.1754 2.8557 0.8447
H -1.7011 1.9887 0.8287
H 0.5787 -2.0608 -0.9394
H 2.1109 -1.9373 0.9951
H 2.8431 -0.6307 -0.8820
H 1.7770 1.7949 -1.0484
H 2.0321 1.5539 0.6718
```

b | The following is a DFT calculation (the ωB97M-V functional and the def2-TZVPD basis) of an isolated molecule of C6H8ClN.

Results
HOMO = -0.3507 Ha
Kohn-Sham gap = 10.205 eV
spin multiplicity = 1
SMILES string = CC(C)=C(Cl)CC#N
total charge = 0
LUMO energy = 0.66 eV

```
16
C6H8ClN (the ωB97M-V functional and the def2-TZVPD basis)
C -1.2103 1.5067 -0.7672
C -0.4853 0.4348 -0.0740
C -1.3111 -0.7762 0.1650
C 0.8070 0.4897 0.2145
Cl 1.7812 2.0260 -0.0287
C 1.5914 -0.5678 0.8864
C 2.1779 -1.5050 -0.0698
N 2.5010 -2.3097 -0.8050
H -1.5544 1.2603 -1.8001
H -2.2666 1.6032 -0.3433
H -0.7076 2.4286 -0.9595
H -1.2352 -1.2490 1.1437
H -1.2043 -1.5684 -0.5822
H -2.3487 -0.4904 -0.0252
H 1.0950 -1.2238 1.6090
H 2.3698 -0.0590 1.4363
```

Relative energies with respect to the most stable structure, expressed in hartree: a 0.0158; b 0.0000.

a | The following is a DFT calculation (the ωB97M-V functional and the def2-TZVPD basis) of a 7-piece molecular cluster, CH16O7 overall.

Results
HOMO = -0.3963 Ha
Kohn-Sham gap = 11.077 eV
spin multiplicity = 1
SMILES string = CO.O.O.O.O.O.O
total charge = 0
LUMO energy = 0.29 eV

```
24
CH16O7 (the ωB97M-V functional and the def2-TZVPD basis)
C 0.4704 -1.1929 -2.0793
O -0.0424 -0.4004 -1.0473
H 1.1970 -0.6730 -2.7166
H -0.3335 -1.5609 -2.7199
H 0.9791 -2.1017 -1.7187
H 0.3091 -0.6772 -0.0671
O 2.6325 1.1376 1.6774
H 1.9604 0.4504 1.5415
H 2.9873 1.2715 0.7917
O 0.7734 -0.9870 1.1598
H -0.0163 -0.7382 1.8057
H 0.9454 -1.9298 1.0763
O -0.1582 2.1426 -2.1591
H 0.1077 2.0939 -3.0798
H -0.0969 1.2190 -1.8477
O -1.2092 -0.4190 2.5398
H -2.0084 -0.5560 2.0107
H -0.9705 0.5380 2.5648
O -2.3814 -1.2733 0.3150
H -1.5547 -0.9273 -0.0868
H -2.9570 -1.3038 -0.4549
O -0.3006 2.0314 1.2172
H -0.8451 1.6005 0.5361
H 0.5120 2.2557 0.7413
```

b | The following is a DFT calculation (the ωB97M-V functional and the def2-TZVPD basis) of CH16O7 as an isolated structure.

Results
HOMO = -0.3934 Ha
Kohn-Sham gap = 3.718 eV
spin multiplicity = 1
total charge = 0
LUMO energy = -6.99 eV

```
24
CH16O7 (the ωB97M-V functional and the def2-TZVPD basis)
C 1.3549 2.0373 1.3294
O -1.5563 2.3323 0.7815
H 2.3864 2.2725 1.0763
H 1.2154 0.9816 1.1131
H 1.1888 2.1868 2.3842
H 0.6560 2.6688 0.7878
H 1.5877 -0.9918 0.9234
H 1.3651 -1.5221 2.3333
O 2.0055 -1.0487 1.7941
H 0.8184 -1.1321 -1.7005
H 2.3701 -1.4176 -1.2204
O 1.5754 -0.9238 -0.9710
H -2.4648 -0.1980 1.2682
H -1.4724 1.3025 0.9639
O -1.5563 -0.0508 0.9500
H -1.0858 0.2832 -2.0618
H -0.3139 -0.7506 -3.2893
O -0.2003 -1.2610 -2.4759
H -2.1926 2.5356 0.0806
H -1.3434 1.2629 -0.7751
O -1.2599 1.1635 -1.7283
H -0.2115 -2.2361 -0.4830
H -0.9648 -1.5612 0.6336
O -0.4158 -2.3449 0.4510
```

Relative energies with respect to the most stable structure, expressed in hartree: a 0.0000; b 0.3519.